C9H16Si | ωB97M-V/def2-TZVPD

Values from the calculation:
Total charge = 0
Orbital gap (spin up / spin down) = 7.249 / 8.304 eV

Positions of all 26 atoms, in Å:
Si (0.141, -0.823, -2.654)
C (0.040, 0.642, -1.423)
C (1.676, -1.321, 0.822)
C (-0.883, -0.599, 0.548)
C (1.122, 0.322, 1.994)
C (0.428, -0.883, 1.408)
C (-2.356, 1.019, -0.778)
C (-1.462, 1.872, 0.129)
C (2.465, -0.306, 1.591)
C (-0.920, 0.562, -0.384)
H (-0.342, -2.177, -2.087)
H (1.063, 1.230, 1.334)
H (-1.639, -0.652, 1.228)
H (-3.177, 0.410, -0.465)
H (-0.920, -0.706, -3.638)
H (3.340, 0.175, 1.029)
H (-2.372, 1.289, -1.880)
H (2.997, -0.698, 2.504)
H (0.502, 1.533, -1.681)
H (-0.052, -1.566, 2.196)
H (-1.882, 1.940, 1.124)
H (-1.062, 2.758, -0.444)
H (-0.900, -1.507, -0.057)
H (1.822, -2.134, 0.078)
H (0.958, 0.490, 2.991)
H (1.415, -0.871, -3.484)

C25H33N6NaO10 | ωB97M-V/def2-TZVPD

Values from the calculation:
Total charge = 0
Orbital gap = 7.938 eV

Positions of all 75 atoms, in Å:
Na (-0.862, 0.679, -2.120)
O (1.461, 0.962, -1.989)
O (-2.351, -0.257, -0.978)
O (-0.685, 3.039, 2.197)
O (-1.962, 3.833, 3.732)
O (-7.292, 0.909, 2.668)
O (-6.582, 2.520, 3.908)
O (3.524, -2.045, 0.416)
O (-4.300, -1.277, -0.514)
O (-0.086, 2.903, -1.493)
O (-2.425, 2.352, -2.386)
N (-6.432, 1.673, 3.050)
N (-3.544, 3.732, -0.987)
N (3.214, 1.709, -0.761)
N (-1.755, 3.115, 2.779)
N (3.691, -4.275, 0.133)
N (0.032, -1.838, -1.768)
C (2.988, -6.647, 0.465)
C (-1.084, 3.779, -1.024)
C (-0.916, -2.717, -1.426)
C (5.055, -4.215, 0.656)
C (3.009, -3.103, 0.062)
C (1.600, -3.096, -0.449)
C (-3.426, -0.425, -0.344)
C (-5.086, 1.554, 2.436)
C (-4.829, 3.208, -1.424)
C (1.252, -2.039, -1.282)
C (-3.579, 4.880, -0.102)
C (-3.639, 0.551, 0.819)
C (-4.890, 0.637, 1.422)
C (0.603, -3.992, -0.091)
C (-2.857, 2.248, 2.307)
C (6.060, -3.771, -0.396)
C (-0.674, -3.801, -0.593)
C (4.116, 0.667, -1.231)
C (-2.612, 1.364, 1.271)
C (-2.416, 3.236, -1.540)
C (-4.088, 2.381, 2.918)
C (3.775, 2.637, 0.202)
C (1.959, 1.792, -1.234)
C (3.298, -5.524, -0.512)
C (1.128, 2.993, -0.796)
H (-3.818, 5.800, -0.642)
H (3.002, 3.154, 0.764)
H (2.451, -5.328, -1.164)
H (2.674, -7.539, -0.078)
H (-1.487, -4.463, -0.330)
H (-4.677, 2.249, -1.908)
H (-5.472, 3.080, -0.552)
H (-2.634, 5.019, 0.417)
H (4.374, 2.077, 0.920)
H (1.997, -1.304, -1.551)
H (5.064, -3.526, 1.496)
H (-4.264, 3.081, 3.717)
H (5.304, -5.206, 1.038)
H (1.654, 3.926, -1.028)
H (5.824, -2.763, -0.735)
H (6.056, -4.437, -1.261)
H (3.863, -6.914, 1.059)
H (-1.632, 1.300, 0.821)
H (-0.922, 4.800, -1.392)
H (0.959, 2.960, 0.287)
H (-1.915, -2.518, -1.792)
H (-5.682, -0.013, 1.078)
H (4.420, 3.377, -0.279)
H (-4.348, 4.720, 0.654)
H (2.191, -6.371, 1.157)
H (4.282, -0.076, -0.451)
H (4.121, -5.829, -1.167)
H (-5.319, 3.890, -2.124)
H (-1.081, 3.798, 0.069)
H (7.070, -3.769, 0.017)
H (0.809, -4.813, 0.585)
H (3.680, 0.186, -2.100)
H (5.066, 1.120, -1.523)

no.,strongest force on any atom (eV/Å)
1,4.10
2,0.50